(1)
CHN3O | ωB97M-V with the def2-TZVPD basis set

Atoms and positions in Å:
N  2.301186  0.142230  -1.109368
N  2.433094  0.808614  -0.227917
O  2.488037  1.424136  0.730226
C  0.310208  -1.600915  -0.510863
N  -0.590191  -1.128504  -0.975112
H  1.322146  -1.854557  -0.091838

Atomic forces in eV per Å
N 0.5135 -0.0284 -0.9525
N -0.6240 -1.9690 -2.1918
O 0.4440 2.3291 3.0520
C 4.9805 -1.6422 2.2727
N -3.3583 1.3167 -1.5249
H -1.9557 -0.0061 -0.6555

## Properties
* spin multiplicity: 1
* energy relative to the best compared isomer or geometry (same formula, charge and spin): 88.4 kcal/mol
* HOMO-LUMO gap: 13.024 eV
* net charge: 0

(2)
C4H6N2O2 | ωB97M-V with the def2-TZVPD basis set

Atoms and positions in Å:
C  -0.063295  1.973683  -0.617115
C  -1.479518  1.673007  -0.484739
C  -0.322635  0.051559  0.281626
C  1.322956  -1.475358  1.051513
N  0.613015  0.935551  -0.321407
N  -1.598761  0.613264  0.224619
O  -0.599913  -1.031573  -1.427619
O  0.005507  -0.922884  1.098963
H  0.469803  2.787715  -1.009206
H  -2.293588  2.173048  -0.896543
H  1.374837  -2.107337  1.890728
H  2.155871  -0.639217  0.988977
H  1.183996  -2.145150  0.254078
H  -0.768277  -1.886308  -1.033874

Atomic forces in eV per Å
C 0.7981 -1.3947 -0.9544
C 0.5921 -0.8491 1.8284
C 0.3912 -2.3495 -3.5818
C 0.7587 2.2923 -0.4432
N 1.3695 -0.1066 1.5731
N -1.7289 -0.6657 0.1322
O 0.5955 1.9526 1.4969
O -1.1088 2.2459 1.0246
H 0.1356 1.2449 -0.6866
H -1.2809 0.9713 -0.3328
H 0.3746 -0.2543 1.4499
H -1.7606 -2.0639 -0.0857
H 1.1464 -0.6236 -1.7070
H -0.2827 -0.3996 0.2863

## Properties
* spin multiplicity: 1
* energy relative to the best compared isomer or geometry (same formula, charge and spin): 113.0 kcal/mol
* HOMO-LUMO gap: 8.077 eV
* net charge: 0

spin multiplicity of number 1 (CHN3O)?
1